1.
68
Properties=species:S:1:pos:R:3 method="wB97M-V/def2-TZVPD" e_tot_ha=-1567.6492 fmax_ev_per_a=0.75 gap_ev=10.082 de_lowest_kcal_mol=1.2 lumo_ha=0.022 multiplicity=1
C -5.43 -1.27 0.09
C -4.73 -0.63 -1.10
C -3.70 0.45 -0.73
C -4.34 1.66 -0.06
C -2.57 -0.10 0.16
N -1.55 0.91 0.35
C -0.92 1.09 1.53
O -1.25 0.54 2.56
C 0.22 2.13 1.45
C 1.06 2.13 2.74
C 2.17 1.07 2.83
C 2.80 1.17 4.22
C 1.65 -0.35 2.60
N 1.06 1.97 0.28
C 0.76 2.40 -0.94
O -0.31 2.92 -1.25
C 1.86 2.15 -1.98
C 1.52 2.83 -3.31
O 0.34 2.30 -3.86
N 1.98 0.72 -2.21
C 2.74 -0.07 -1.44
O 3.34 0.34 -0.46
C 2.77 -1.54 -1.88
C 4.00 -2.28 -1.33
C 3.51 -2.94 -0.04
C 2.00 -3.00 -0.20
O 1.21 -3.63 0.48
N 1.66 -2.24 -1.27
C -1.89 -1.31 -0.49
O -1.02 -1.21 -1.32
O -2.36 -2.45 -0.02
C -1.79 -3.66 -0.52
H -5.94 -0.52 0.70
H -6.18 -1.97 -0.26
H -4.73 -1.81 0.72
H -5.48 -0.16 -1.74
H -4.24 -1.41 -1.68
H -3.23 0.78 -1.67
H -4.70 1.40 0.93
H -5.17 2.02 -0.66
H -3.62 2.46 0.04
H -2.94 -0.39 1.14
H -1.31 1.48 -0.44
H -0.29 3.10 1.35
H 1.51 3.12 2.86
H 0.36 1.97 3.56
H 2.95 1.29 2.10
H 2.07 0.92 4.99
H 3.18 2.18 4.41
H 3.64 0.48 4.30
H 2.45 -1.06 2.79
H 1.31 -0.49 1.58
H 0.82 -0.56 3.27
H 1.95 1.49 0.41
H 2.82 2.51 -1.59
H 2.32 2.64 -4.04
H 1.43 3.91 -3.15
H -0.37 2.53 -3.25
H 1.40 0.35 -2.95
H 2.70 -1.60 -2.97
H 4.82 -1.59 -1.15
H 4.33 -3.03 -2.05
H 3.92 -3.93 0.13
H 3.72 -2.32 0.83
H 0.70 -1.99 -1.46
H -2.46 -4.46 -0.20
H -0.80 -3.80 -0.10
H -1.73 -3.63 -1.61


2.
14
Properties=species:S:1:pos:R:3 method="wB97M-V/def2-TZVPD" e_tot_ha=-354.1623 fmax_ev_per_a=4.48 gap_ev=9.080 de_lowest_kcal_mol=18.2 lumo_ha=0.019 multiplicity=1
H 1.56 2.37 0.61
N 1.14 2.36 -0.31
C 0.53 1.27 -0.57
N 0.01 1.02 -1.80
N 0.53 0.17 0.30
C -0.23 -0.96 0.23
N -0.28 -1.32 1.64
N -1.06 -1.27 -0.69
H -1.63 -2.07 -0.47
H -0.61 0.22 -1.88
H -0.05 1.81 -2.42
H 0.59 0.09 1.46
H 0.55 -1.76 2.01
H -1.07 -1.91 1.89


3.
16
Properties=species:S:1:pos:R:3 method="wB97M-V/def2-TZVPD" e_tot_ha=-1540.8100 fmax_ev_per_a=6.46 gap_ev="8.917 / 6.037" de_lowest_kcal_mol=45.8 lumo_ha="-0.351 / -0.443" charge=+2 multiplicity=3
C -0.37 -2.86 -0.05
C -1.14 -1.41 0.58
O -1.77 -0.88 -0.36
O -0.10 -2.72 -1.37
H -1.08 -3.67 0.21
H 0.52 -2.93 0.60
H -1.19 -1.53 1.67
Yb -0.45 -0.77 -2.26
O 0.89 0.94 -1.18
C 0.92 1.45 0.04
C 0.49 2.88 0.18
H 0.22 0.56 0.79
H 1.29 3.54 -0.18
H 0.29 3.09 1.24
H -0.43 3.08 -0.38
H 1.92 1.24 0.50


4.
14
Properties=species:S:1:pos:R:3 method="wB97M-V/def2-TZVPD" e_tot_ha=-344.6828 fmax_ev_per_a=0.87 gap_ev=9.144 de_lowest_kcal_mol=103.9 lumo_ha=0.014 multiplicity=1
C -0.56 1.29 -0.39
C -0.21 0.47 -1.49
C 0.62 -1.36 1.75
O 0.47 -0.59 0.60
O -1.78 1.34 0.14
O 0.98 0.81 -2.15
H -2.38 0.74 -0.33
H 1.70 0.39 -1.67
H 0.15 1.93 0.11
H -1.01 0.23 -2.19
H 0.04 -0.53 -0.66
H 1.68 -1.48 2.04
H 0.13 -0.88 2.61
H 0.18 -2.36 1.63